(1)
Here is a structure of composition C37H30CaF6N3O4P2S6SbSe2 at a distorted geometry from OMol25. Energies are from the ωB97M-V functional and the def2-TZVPD basis.

The energy above the lowest of the compared OMol25 structures with the same formula, charge and spin is 0.0 kJ/mol. The charge is -2. The HOMO-LUMO gap comes out at 6.1277 eV. For the HOMO energy, the calculation gives -2.29 eV.

Geometry as XYZ:
```
92
C37H30CaF6N3O4P2S6SbSe2 the ωB97M-V functional and the def2-TZVPD basis
Ca 2.14 -0.11 -1.98
F 6.34 2.07 -3.51
C 5.92 2.61 -2.37
F 6.92 2.60 -1.49
F 5.54 3.86 -2.58
S 4.50 1.62 -1.75
O 3.44 1.79 -2.73
O 4.93 0.26 -1.58
N 4.24 2.38 -0.39
S 2.80 2.55 0.20
O 1.88 1.50 -0.22
O 2.85 2.89 1.59
C 2.10 4.08 -0.57
F 0.93 4.34 0.02
F 1.91 3.97 -1.87
F 2.93 5.11 -0.34
S 0.59 -5.53 0.80
Sb 1.65 -4.43 -0.90
S 2.27 -2.29 -0.27
S -0.29 -4.06 -2.47
S 3.20 -5.50 -2.17
Se 0.09 -2.09 -3.34
Se 1.84 0.94 -5.87
C 0.62 1.70 -4.68
C -0.20 2.78 -5.10
C -1.12 3.34 -4.25
C -1.25 2.83 -2.95
C -0.42 1.79 -2.61
N 0.48 1.22 -3.42
C 1.80 -2.46 -4.17
C 1.94 -3.49 -5.09
C 3.19 -3.72 -5.61
C 4.25 -2.93 -5.21
C 4.02 -1.93 -4.29
N 2.81 -1.70 -3.77
H -0.08 3.15 -6.10
H -1.74 4.16 -4.58
H -1.96 3.23 -2.24
H -0.47 1.36 -1.61
H 1.08 -4.10 -5.34
H 3.34 -4.53 -6.32
H 5.25 -3.09 -5.59
H 4.82 -1.29 -3.93
C -1.74 1.11 0.65
P -0.67 -0.40 0.37
C -1.96 -1.64 0.02
C -2.71 -1.38 -1.13
C -3.69 -2.25 -1.56
C -3.92 -3.43 -0.87
C -3.16 -3.72 0.26
C -2.20 -2.82 0.71
C 0.03 -0.69 2.03
C 0.29 -1.95 2.57
C 0.87 -2.07 3.82
C 1.25 -0.95 4.54
C 1.07 0.31 3.98
C 0.47 0.43 2.74
P -3.08 1.41 1.91
C -2.23 2.37 3.24
C -2.58 2.22 4.58
C -2.02 3.02 5.56
C -1.11 4.01 5.22
C -0.78 4.20 3.89
C -1.35 3.40 2.91
C -3.47 -0.19 2.71
C -4.65 -0.79 2.27
C -5.06 -2.02 2.78
C -4.29 -2.66 3.74
C -3.12 -2.07 4.19
C -2.71 -0.84 3.68
H -2.26 1.22 -0.31
H -1.06 1.96 0.68
H -2.51 -0.48 -1.72
H -4.25 -2.03 -2.46
H -4.66 -4.14 -1.22
H -3.29 -4.65 0.79
H -1.63 -3.08 1.59
H 0.06 -2.86 2.02
H 1.05 -3.07 4.21
H 1.72 -1.05 5.51
H 1.40 1.20 4.50
H 0.36 1.42 2.32
H -3.29 1.45 4.86
H -2.30 2.87 6.60
H -0.66 4.62 5.99
H -0.07 4.96 3.60
H -1.07 3.58 1.88
H -5.25 -0.30 1.51
H -5.96 -2.48 2.40
H -4.60 -3.62 4.13
H -2.51 -2.57 4.93
H -1.79 -0.41 4.03
```

---

(2)
Here is a structure of composition C20H23F3N2O5S3 at a distorted geometry from OMol25. Energies are from the ωB97M-V functional and the def2-TZVPD basis.

The energy above the lowest of the compared OMol25 structures with the same formula, charge and spin is 261.4 kJ/mol. The HOMO-LUMO gap comes out at 6.1537 eV. For the HOMO energy, the calculation gives -7.60 eV.

Geometry as XYZ:
```
56
C20H23F3N2O5S3 the ωB97M-V functional and the def2-TZVPD basis
C -1.79 1.11 0.75
C -2.96 0.34 0.31
C -4.19 0.86 0.71
N -5.38 0.27 0.58
C -6.55 1.04 1.00
C -7.89 0.39 0.68
O -7.78 -0.60 -0.36
C -6.88 -1.64 0.04
C -5.45 -1.14 0.23
H -1.74 -1.40 1.40
H -1.40 1.86 0.05
H -1.83 1.50 1.78
H -2.94 -0.35 -0.55
H -4.20 1.88 1.14
H -6.50 1.22 2.10
H -6.51 2.03 0.51
H -8.29 -0.06 1.62
H -8.59 1.14 0.27
H -7.22 -2.12 0.99
H -6.93 -2.36 -0.79
H -4.90 -1.32 -0.70
H -4.97 -1.75 1.02
F 0.07 -1.34 2.92
C 0.30 -0.47 1.89
F 0.49 0.76 2.40
F 1.43 -0.87 1.24
S -1.03 -0.50 0.60
N 3.78 0.99 -1.35
S 3.85 2.08 -0.15
C 5.43 1.50 0.46
C 5.74 1.72 1.81
C 6.96 1.26 2.30
C 7.84 0.57 1.46
C 7.52 0.36 0.12
C 6.31 0.84 -0.39
O 4.03 3.43 -0.65
O 2.93 1.82 0.92
S 2.60 1.19 -2.43
C 2.06 -0.52 -2.39
C 2.96 -1.51 -2.02
C 2.50 -2.81 -1.82
C 1.14 -3.10 -2.00
C 0.25 -2.10 -2.40
C 0.71 -0.79 -2.62
O 1.46 1.93 -1.94
O 3.16 1.49 -3.73
H 5.01 2.23 2.44
H 7.21 1.44 3.35
H 8.79 0.20 1.86
H 8.20 -0.18 -0.55
H 6.01 0.68 -1.43
H 4.00 -1.23 -1.84
H 3.20 -3.58 -1.53
H 0.77 -4.10 -1.82
H -0.81 -2.31 -2.54
H 0.04 0.01 -2.93
```

---

(3)
Here is the molecule C6H8S2 at a distorted geometry from OMol25. Energies are from the ωB97M-V functional and the def2-TZVPD basis.

The energy above the lowest of the compared OMol25 structures with the same formula, charge and spin is 169.1 kJ/mol. The SMILES is C=CC(=C)SC(C)=S. The HOMO-LUMO gap comes out at 8.5961 eV. For the HOMO energy, the calculation gives -8.60 eV.

Geometry as XYZ:
```
16
C6H8S2 the ωB97M-V functional and the def2-TZVPD basis
C -1.84 -0.70 -1.18
C -0.80 0.10 -1.41
C 0.59 -0.05 -0.90
C 1.52 0.74 -1.46
S 1.06 -1.43 0.10
C 0.64 -0.94 1.75
C 0.04 0.44 1.87
S 0.82 -1.88 3.05
H -1.77 -1.70 -0.73
H -2.84 -0.41 -1.43
H -0.92 1.14 -1.86
H 1.33 1.57 -2.22
H 2.55 0.64 -1.24
H -0.89 0.59 1.30
H 0.70 1.22 1.43
H -0.19 0.68 2.92
```

---

(4)
Here is a cluster of 2 separate species, C4H8O2 in total at a distorted geometry from OMol25. Energies are from the ωB97M-V functional and the def2-TZVPD basis.

The energy above the lowest of the compared OMol25 structures with the same formula, charge and spin is 435.1 kJ/mol. The SMILES is C=C[C@@]1(O)CO1.[H][H]. The HOMO-LUMO gap comes out at 9.8720 eV. For the HOMO energy, the calculation gives -9.09 eV.

Geometry as XYZ:
```
14
C4H8O2 the ωB97M-V functional and the def2-TZVPD basis
C 1.84 0.43 0.19
C 0.84 -0.43 0.18
C -0.55 0.08 0.12
O -0.75 1.21 -0.61
C -1.65 -0.64 0.73
O -0.76 0.04 1.58
H 1.66 1.49 0.06
H 2.86 0.08 0.28
H 0.94 -1.50 0.33
H -1.68 1.48 -0.53
H -2.60 -0.12 0.75
H -1.70 -1.73 0.76
H 1.12 -0.13 -1.88
H 0.49 -0.38 -2.19
```

---

(5)
Here is the ion C5H7N4 with charge +1 at a distorted geometry from OMol25. Energies are from the ωB97M-V functional and the def2-TZVPD basis.

The energy above the lowest of the compared OMol25 structures with the same formula, charge and spin is 70.1 kJ/mol. The SMILES is CNC(=[NH2+])C(C#N)C#N. The charge is +1. The HOMO-LUMO gap comes out at 11.7808 eV. For the HOMO energy, the calculation gives -16.25 eV.

Geometry as XYZ:
```
16
C5H7N4 the ωB97M-V functional and the def2-TZVPD basis
C 0.21 -1.67 1.57
N 0.14 -0.98 0.30
C 0.23 0.32 0.17
N 0.37 1.31 1.08
C -0.04 0.85 -1.27
C 0.05 -0.14 -2.38
N -0.01 -1.02 -3.11
C -1.35 1.56 -1.23
N -2.39 2.02 -1.27
H -0.25 -1.19 2.36
H -0.25 -2.70 1.35
H 1.36 -1.86 1.71
H -0.17 -1.53 -0.49
H 0.61 2.13 0.65
H 0.80 1.25 2.06
H 0.68 1.64 -1.49
```

---

(6)
Here is the molecule C10H13N at a distorted geometry from OMol25. Energies are from the ωB97M-V functional and the def2-TZVPD basis.

The energy above the lowest of the compared OMol25 structures with the same formula, charge and spin is 28.5 kJ/mol. The SMILES is N[C@@H]1CCCc2ccccc21. The HOMO-LUMO gap comes out at 9.8367 eV. For the HOMO energy, the calculation gives -8.83 eV.

Geometry as XYZ:
```
24
C10H13N the ωB97M-V functional and the def2-TZVPD basis
N -1.68 2.17 -0.22
C -1.28 0.79 -0.40
C -2.20 -0.06 0.43
C -1.90 -1.54 0.49
C -0.65 -1.86 -0.42
C 0.52 -0.92 -0.22
C 1.79 -1.31 -0.14
C 2.77 -0.34 0.11
C 2.44 0.99 0.26
C 1.15 1.44 0.10
C 0.18 0.45 -0.14
H -1.66 2.45 0.76
H -1.03 2.74 -0.78
H -1.36 0.59 -1.48
H -2.19 0.34 1.44
H -3.20 0.07 0.08
H -1.67 -1.76 1.52
H -2.71 -2.22 0.22
H -0.37 -2.89 -0.27
H -1.00 -1.68 -1.44
H 2.06 -2.37 -0.13
H 3.82 -0.57 0.32
H 3.28 1.64 0.71
H 0.97 2.54 0.11
```

---

(7)
Here is the ion C5H10N3 with charge +1 at a distorted geometry from OMol25. Energies are from the ωB97M-V functional and the def2-TZVPD basis.

The energy above the lowest of the compared OMol25 structures with the same formula, charge and spin is 78.6 kJ/mol. The SMILES is [NH3+]CCc1c[nH]cn1. The charge is +1. The HOMO-LUMO gap comes out at 9.1213 eV. For the HOMO energy, the calculation gives -12.37 eV.

Geometry as XYZ:
```
18
C5H10N3 the ωB97M-V functional and the def2-TZVPD basis
N -0.97 -2.45 0.07
C -1.79 -1.22 0.44
C -0.99 -0.11 1.14
C -0.06 0.51 0.17
C 0.36 1.82 0.27
N 1.43 1.90 -0.58
C 1.70 0.68 -1.03
N 0.79 -0.21 -0.67
H -0.80 -2.48 -0.95
H -0.15 -2.39 0.68
H -1.49 -3.27 0.42
H -2.10 -0.69 -0.47
H -2.65 -1.62 0.97
H -1.78 0.58 1.50
H -0.36 -0.49 1.97
H 0.24 2.61 0.97
H 1.97 2.73 -0.82
H 2.58 0.44 -1.62
```

---

(8)
Here is the molecule C8H8ClNO2 at a distorted geometry from OMol25. Energies are from the ωB97M-V functional and the def2-TZVPD basis.

The energy above the lowest of the compared OMol25 structures with the same formula, charge and spin is 506.4 kJ/mol. The SMILES is C/C(Cl)=[N+](/[O-])Oc1ccccc1. The HOMO-LUMO gap comes out at 9.3902 eV. For the HOMO energy, the calculation gives -8.66 eV.

Geometry as XYZ:
```
20
C8H8ClNO2 the ωB97M-V functional and the def2-TZVPD basis
C -3.22 1.81 0.32
C -3.01 0.38 0.19
Cl -4.40 -0.65 0.20
N -1.85 -0.26 0.09
O -1.68 -1.49 -0.09
O -0.52 0.52 0.07
C 0.84 -0.11 -0.02
C 1.64 0.51 -0.98
C 2.97 0.12 -1.03
C 3.34 -0.99 -0.22
C 2.39 -1.72 0.51
C 1.14 -1.19 0.73
H -3.13 2.02 1.37
H -2.55 2.52 -0.29
H -4.19 2.16 0.20
H 1.09 1.34 -1.45
H 3.64 0.59 -1.71
H 4.43 -1.35 -0.31
H 2.59 -2.59 1.09
H 0.48 -1.61 1.33
```

---

(9)
Here is a structure of composition C3H2BiO2 at a distorted geometry from OMol25. Energies are from the ωB97M-V functional and the def2-TZVPD basis.

The energy above the lowest of the compared OMol25 structures with the same formula, charge and spin is 189.8 kJ/mol. The charge is +1. The HOMO-LUMO gap (alpha / beta) comes out at 4.6585 / 3.9890 eV. For the HOMO energy (alpha / beta), the calculation gives -13.14 / -13.00 eV.

Geometry as XYZ:
```
8
C3H2BiO2 the ωB97M-V functional and the def2-TZVPD basis
H -1.12 1.16 1.82
O 0.67 -1.41 0.57
O -0.28 -0.81 -1.21
C -0.30 -2.38 0.25
C -0.76 -2.15 -1.01
C 0.44 -0.38 -0.19
H -0.20 -3.31 0.81
Bi 0.12 1.74 0.66
```

---

(10)
Here is a structure of composition C45H57AuGeN3O3PS at a distorted geometry from OMol25. Energies are from the ωB97M-V functional and the def2-TZVPD basis.

Its multiplicity is 4. Its expectation value of S² is 3.77. The energy above the lowest of the compared OMol25 structures with the same formula, charge and spin is 254.6 kJ/mol. The charge is +1. The HOMO-LUMO gap (alpha / beta) comes out at 4.3667 / 6.1973 eV. For the HOMO energy (alpha / beta), the calculation gives -7.90 / -10.13 eV.

Geometry as XYZ:
```
112
C45H57AuGeN3O3PS the ωB97M-V functional and the def2-TZVPD basis
Au 0.32 -0.87 0.35
O 2.42 -0.77 0.38
N 3.03 -0.73 1.57
C 4.36 -0.45 1.51
C 5.11 -0.41 2.65
C 4.48 -0.66 3.87
C 3.14 -0.94 3.90
C 2.38 -0.97 2.72
S 0.69 -1.32 2.74
H 4.73 -0.30 0.51
H 6.16 -0.19 2.58
H 5.05 -0.63 4.79
H 2.63 -1.14 4.83
C -2.76 0.85 -1.62
C -3.02 2.32 -2.00
C -1.91 3.35 -1.74
C -1.41 3.54 -0.28
C -2.47 3.08 0.72
C -2.60 1.54 0.83
P 0.16 2.62 0.07
C 0.92 3.68 1.45
C 0.90 5.21 1.18
C -0.06 5.93 2.11
C 0.33 5.73 3.59
C 0.90 4.33 3.86
C 0.37 3.32 2.84
C 1.31 2.96 -1.35
C 1.16 2.06 -2.61
C 2.19 0.94 -2.63
C 3.61 1.50 -2.78
C 3.74 2.86 -2.07
C 2.79 2.95 -0.88
H -2.16 0.35 -2.38
H -3.72 0.31 -1.57
H -3.93 2.66 -1.49
H -3.26 2.36 -3.06
H -2.33 4.31 -2.06
H -1.07 3.17 -2.41
H -1.21 4.59 -0.12
H -3.43 3.52 0.42
H -2.27 3.48 1.71
H -4.42 1.50 1.96
H -2.06 1.21 1.72
H 1.95 3.32 1.44
H 0.66 5.43 0.14
H 1.91 5.61 1.34
H -1.08 5.57 1.94
H -0.07 7.00 1.88
H -0.55 5.90 4.21
H 1.05 6.49 3.87
H 0.66 4.01 4.87
H 1.99 4.35 3.79
H -0.72 3.36 2.86
H 0.65 2.30 3.09
H 1.06 3.98 -1.64
H 1.29 2.69 -3.49
H 0.16 1.64 -2.67
H 1.97 0.25 -3.45
H 2.11 0.36 -1.71
H 3.84 1.62 -3.84
H 4.33 0.79 -2.38
H 3.51 3.67 -2.76
H 4.76 3.02 -1.73
H 3.01 3.85 -0.30
H 2.96 2.09 -0.22
C -4.68 -2.52 1.25
N -3.92 -1.28 0.98
C -4.56 -0.20 0.80
C -4.08 1.18 0.97
C -1.98 0.73 -0.32
O -0.67 1.16 -0.68
N -1.73 -0.65 0.12
C -2.48 -1.47 0.86
O -2.07 -2.47 1.42
H -5.74 -2.30 1.16
H -4.46 -2.85 2.26
H -4.39 -3.30 0.55
H -5.63 -0.34 0.66
H -4.67 1.79 0.27
C -0.02 -4.69 1.61
Ge 0.30 -3.61 0.04
C 2.18 -3.81 -0.41
C 2.97 -4.61 0.44
C 4.33 -4.80 0.18
C 4.92 -4.20 -0.92
C 4.15 -3.41 -1.76
C 2.81 -3.21 -1.51
C -0.87 -3.63 -1.52
C -0.60 -2.71 -2.50
C -1.45 -2.53 -3.62
C -2.58 -3.28 -3.73
C -2.91 -4.24 -2.75
C -4.10 -5.01 -2.86
C -4.43 -5.94 -1.91
C -3.57 -6.14 -0.80
C -2.42 -5.42 -0.68
C -2.05 -4.44 -1.64
H 0.13 -5.75 1.37
H -1.04 -4.53 1.96
H 0.68 -4.39 2.38
H 2.53 -5.09 1.30
H 4.91 -5.43 0.84
H 5.97 -4.36 -1.12
H 4.61 -2.94 -2.62
H 2.25 -2.57 -2.18
H 0.27 -2.07 -2.42
H -1.20 -1.80 -4.37
H -3.25 -3.15 -4.58
H -4.74 -4.86 -3.72
H -5.34 -6.52 -2.01
H -3.83 -6.88 -0.06
H -1.78 -5.60 0.17
```

---

(11)
Here is a cluster of 3 separate species, C7H9F2NO8 in total at a distorted geometry from OMol25. Energies are from the ωB97M-V functional and the def2-TZVPD basis.

Its multiplicity is 2. Its expectation value of S² is 0.75. The energy above the lowest of the compared OMol25 structures with the same formula, charge and spin is 11.9 kJ/mol. The charge is -1. The HOMO-LUMO gap (alpha / beta) comes out at 3.2478 / 6.7825 eV. For the HOMO energy (alpha / beta), the calculation gives -0.57 / -4.16 eV.

Geometry as XYZ:
```
27
C7H9F2NO8 the ωB97M-V functional and the def2-TZVPD basis
C 0.50 0.03 2.93
C 0.12 1.39 2.46
O -1.15 1.61 2.96
C -1.72 0.41 3.19
O -2.90 0.21 3.44
O -0.83 -0.46 3.04
F 0.09 1.32 1.11
H 0.88 0.07 3.95
H 1.28 -0.49 2.36
H 0.77 2.19 2.82
C -1.40 1.71 -2.31
C -1.04 0.26 -2.15
O 0.12 0.15 -2.94
C 0.18 1.16 -3.78
O 0.77 1.20 -4.85
O -0.76 1.99 -3.49
F -2.03 -0.50 -2.78
H -0.97 2.37 -1.56
H -2.46 1.91 -2.18
H -0.79 -0.09 -1.15
C 1.12 -2.79 -0.05
N 2.18 -1.85 -0.33
O 2.02 -0.68 -0.63
O 3.30 -2.25 -0.03
H 0.22 -2.21 0.15
H 1.47 -3.33 0.82
H 1.04 -3.33 -1.00
```

---

(12)
Here is a cluster of 2 separate species, C7H9N in total at a distorted geometry from OMol25. Energies are from the ωB97M-V functional and the def2-TZVPD basis.

The energy above the lowest of the compared OMol25 structures with the same formula, charge and spin is 484.7 kJ/mol. The SMILES is c1ccncc1.C=C. The HOMO-LUMO gap comes out at 9.2879 eV. For the HOMO energy, the calculation gives -8.59 eV.

Geometry as XYZ:
```
17
C7H9N the ωB97M-V functional and the def2-TZVPD basis
C 0.08 -0.56 -0.80
C 1.08 -1.34 -0.24
C 2.28 -0.60 0.23
N 2.31 0.78 0.31
C 1.19 1.49 0.02
C 0.05 0.89 -0.55
H -0.81 -1.02 -1.16
H 0.98 -2.46 -0.25
H 3.24 -1.21 0.58
H 1.23 2.57 0.09
H -0.79 1.51 -0.94
C -1.46 -0.30 0.98
C -2.17 0.18 -0.07
H -0.44 -0.73 0.83
H -1.76 -0.03 2.05
H -1.98 0.09 -1.19
H -3.02 0.75 0.12
```